A cluster of 2 separate species, C6H16 in total in a non-equilibrium geometry. Source: the OMol25 dataset; level of theory: ωB97M-V with the def2-TZVPD basis set.

Properties
SMILES: CCC.CCC
HOMO-LUMO gap: 0.4385 Eh
F_max: 2.24 eV/A
E: -6480.6146 eV
LUMO energy: 1.13 eV
Relative energy (zero: lowest compared OMol25 entry of this formula, charge and spin): 1.0431 eV

The geometry in ORCA input format:
```
! RIJCOSX wB97M-V def2-TZVPD def2/J DEFGRID3
* xyz 0 1
C 1.56982 -0.95443 1.87136
C 2.17016 -1.32100 0.53354
C 1.22177 -1.99797 -0.44950
H 1.28569 -1.80193 2.48284
H 2.30279 -0.40913 2.49456
H 0.81362 -0.18158 1.86677
H 3.05751 -1.92286 0.75002
H 2.64382 -0.44460 0.07793
H 1.44445 -1.69417 -1.47295
H 0.16302 -1.83329 -0.25184
H 1.43981 -3.06806 -0.55787
C -1.59325 1.65169 0.64573
C -1.48971 1.91378 -0.84121
C -1.81908 0.75789 -1.80598
H -1.46846 0.62078 0.97212
H -0.75308 2.02176 1.26350
H -2.42960 2.13541 1.14850
H -2.23478 2.68719 -1.05669
H -0.63118 2.52569 -1.15243
H -2.70526 1.04532 -2.37211
H -1.06860 0.49345 -2.54184
H -2.16006 -0.11522 -1.24213
*
```

A cluster of 2 separate species, C35H49N5O in total in a non-equilibrium geometry. Source: the OMol25 dataset; level of theory: ωB97M-V with the def2-TZVPD basis set.

Properties
HOMO-LUMO gap: 0.2635 Eh
F_max: 3.04 eV/A
E: -46574.0125 eV
LUMO energy: -5.77 eV

The geometry in ORCA input format:
```
! RIJCOSX wB97M-V def2-TZVPD def2/J DEFGRID3
* xyz 2 1
C 2.65899 -3.28396 -2.93577
N 1.83522 -3.08371 -1.76990
C 0.52732 -3.47739 -1.72943
O -0.09283 -3.98223 -2.65457
C -0.00904 -3.15103 -0.33138
C -0.38362 -4.40497 0.47775
C -1.52716 -5.15848 -0.16122
C -1.36074 -6.49029 -0.55291
C -2.37511 -7.14044 -1.25950
C -3.57893 -6.47708 -1.52794
C -3.76043 -5.15718 -1.09341
C -2.74030 -4.50236 -0.39522
N 1.10516 -2.40207 0.25040
C 0.99001 -1.86774 1.48535
C 1.95155 -1.06111 2.04906
C 1.73447 -0.34545 3.28311
C 2.94333 0.26152 3.92183
C 2.89973 0.61863 5.28794
C 4.00793 1.15562 5.94290
C 5.22369 1.31576 5.27041
C 6.40474 1.90927 5.98401
C 5.31233 0.91008 3.93443
C 4.18550 0.44086 3.25528
C 2.31079 -2.35774 -0.60208
C 3.49965 -3.10782 0.02603
C 2.72732 -0.93362 -1.00697
H 2.08912 -3.83518 -3.68353
H 2.96643 -2.32188 -3.35627
H 3.56526 -3.84239 -2.67834
H -0.89986 -2.49530 -0.44472
H 0.50668 -5.05188 0.55688
H -0.66445 -4.08364 1.49295
H -0.41992 -6.99469 -0.31588
H -2.21684 -8.16284 -1.60675
H -4.37007 -6.98372 -2.08416
H -4.69171 -4.62824 -1.30274
H -2.87328 -3.47651 -0.03770
H 0.06178 -2.11474 2.01564
H 2.91437 -0.98016 1.55830
H 1.06840 -0.81152 4.01709
H 1.98689 0.43375 5.85868
H 3.94449 1.41926 7.00187
H 7.28852 1.90804 5.33990
H 6.19836 2.93859 6.30631
H 6.65586 1.33777 6.88514
H 6.28677 0.94753 3.43457
H 4.30992 0.18210 2.19643
H 3.25931 -4.17561 0.10502
H 4.37363 -2.98825 -0.62510
H 3.74070 -2.72630 1.02073
H 1.92284 -0.46631 -1.58954
H 2.91715 -0.29829 -0.14200
H 3.64856 -0.99130 -1.60286
C -8.16306 1.21269 -3.48755
C -7.37741 0.24786 -2.59468
C -6.77366 0.91688 -1.37253
C -6.00254 -0.03895 -0.42951
N -4.54185 0.15360 -0.38952
C -3.61539 -0.39024 -1.27811
C -2.39481 0.04706 -0.90199
N -2.56930 0.85845 0.21981
C -1.49112 1.42034 1.07363
C -1.13564 0.44607 2.20725
C -2.27122 0.39637 3.23890
C -1.59209 0.51163 4.59637
C -0.37082 1.37417 4.27898
N 0.09829 0.82643 2.96692
C -3.87962 0.90069 0.49975
H -8.59953 0.67303 -4.33393
H -8.98148 1.69087 -2.93658
H -7.51367 1.99905 -3.88973
H -8.04632 -0.55915 -2.26760
H -6.58297 -0.22390 -3.18595
H -6.12731 1.74832 -1.67584
H -7.58979 1.34842 -0.77896
H -6.37332 0.12531 0.59143
H -6.18988 -1.08173 -0.71618
H -3.90495 -1.04607 -2.08592
H -1.42392 -0.13264 -1.33743
H -0.60861 1.60355 0.44072
H -1.85425 2.37415 1.51136
H -0.96588 -0.54723 1.77254
H -2.94918 1.25190 3.10315
H -2.88474 -0.50628 3.12527
H -2.21699 0.96400 5.36858
H -1.31665 -0.48563 4.96027
H -0.65358 2.43544 4.16726
H 0.41232 1.31998 5.02376
H 0.73832 1.41811 2.44241
H -4.32900 1.46045 1.31004
*
```